(1)
A 5-piece molecular cluster, C27H38N2O8 overall in a non-equilibrium geometry. Source: the Open Molecules 2025 dataset; level of theory: wB97M-V/def2-TZVPD.

Calculated values
Spin multiplicity = 1
Lowest unoccupied orbital energy = 0.33 eV
DFT total energy = -1762.6716 Eh
SMILES = C#C[C@](C#N)(CC#N)[C@H](C)CCC.O=C1CCCO1.O=C1CCCO1.O=C1CCCO1.O=C1CCCO1
HOMO energy = -9.34 eV

The geometry in XYZ format:
```
75
Properties=species:S:1:pos:R:3:lowdin_charge:R:1
C 2.19467 -1.33298 -1.03140 0.105
C 1.27834 -0.24469 -0.95890 -0.059
C 0.33249 1.06400 -0.50877 -0.304
C -1.16146 0.35867 -0.24244 -0.085
N -2.33571 -0.10936 0.10881 0.119
C 0.09389 2.04249 -1.83993 -0.101
C 0.92323 1.51208 -3.17552 -0.143
N 1.65047 1.30439 -4.23518 0.080
C 0.95420 1.83155 0.78358 -0.295
C -0.08656 2.63242 1.74595 -0.094
C 2.16165 2.91580 0.44380 -0.200
C 3.41102 2.31413 -0.41553 -0.233
C 4.32524 3.64013 -0.87075 -0.147
H 2.88219 -2.27225 -0.76984 0.082
H -1.05907 2.00687 -2.13363 0.112
H 0.33191 3.17162 -1.63414 0.127
H 1.47565 0.99820 1.46325 0.159
H -1.21923 2.40352 1.61315 0.065
H 0.05297 3.79587 1.51671 0.092
H 0.24551 2.47103 2.87086 0.098
H 2.60345 3.26341 1.49212 0.136
H 1.72397 3.90360 -0.04710 0.109
H 4.14413 1.61287 0.18758 0.103
H 3.09586 1.81011 -1.44968 0.104
H 4.91962 4.09098 0.03340 0.069
H 5.11822 3.34037 -1.71131 0.083
H 3.60776 4.49678 -1.26965 0.074
O 0.45596 -4.81414 3.85298 0.093
C -0.30462 -4.09969 3.22110 -0.459
O -0.35530 -2.73990 3.33339 0.024
C -1.42854 -2.24376 2.53478 -0.180
C -1.68663 -3.31362 1.50634 -0.174
C -1.34276 -4.57827 2.25188 -0.087
H -2.29495 -2.07160 3.18198 0.130
H -1.13703 -1.29586 2.07312 0.089
H -2.70812 -3.29914 1.11710 0.102
H -1.00022 -3.18809 0.66011 0.119
H -2.19927 -4.96790 2.80900 0.124
H -0.93622 -5.34034 1.58302 0.134
O -2.64607 2.90867 -0.39361 0.070
C -3.40665 3.62312 -1.02549 -0.442
O -3.45733 4.98291 -0.91320 0.034
C -4.53057 5.47905 -1.71181 -0.170
C -4.78866 4.40918 -2.74025 -0.168
C -4.44479 3.14454 -1.99471 -0.081
H -5.39698 5.65120 -1.06461 0.131
H -4.23906 6.42695 -2.17347 0.130
H -5.81015 4.42367 -3.12949 0.122
H -4.10225 4.53471 -3.58648 0.125
H -5.30130 2.75491 -1.43759 0.140
H -4.03825 2.38247 -2.66357 0.132
O -4.00580 -6.98260 2.07532 0.105
C -4.76637 -6.26815 1.44344 -0.455
O -4.81706 -4.90837 1.55573 0.010
C -5.89030 -4.41222 0.75712 -0.169
C -6.14839 -5.48209 -0.27133 -0.169
C -5.80451 -6.74673 0.47422 -0.087
H -6.75670 -4.24007 1.40432 0.130
H -5.59879 -3.46433 0.29546 0.129
H -7.16988 -5.46761 -0.66056 0.121
H -5.46197 -5.35656 -1.11755 0.125
H -6.66103 -7.13636 1.03134 0.137
H -5.39797 -7.50881 -0.19464 0.133
O 5.35766 -0.29943 -0.55874 0.076
C 6.50616 0.10789 -0.50203 -0.457
O 7.13669 0.77622 -1.51196 0.027
C 8.49693 1.00297 -1.14576 -0.170
C 8.52296 0.92092 0.35807 -0.170
C 7.44148 -0.08756 0.65260 -0.084
H 9.11805 0.23273 -1.61492 0.130
H 8.81714 1.98481 -1.50641 0.129
H 9.50180 0.64199 0.75711 0.121
H 8.24659 1.89164 0.78742 0.123
H 7.82400 -1.11183 0.63328 0.137
H 6.94464 0.12285 1.60249 0.132
```



(2)
One molecule with the formula C27H38N4O3S in a non-equilibrium geometry. Source: the Open Molecules 2025 dataset; level of theory: wB97M-V/def2-TZVPD.

Calculated values
Relative energy (zero: lowest compared OMol25 entry of this formula, charge and spin) = 312.8 kJ/mol
Spin multiplicity = 1
Lowest unoccupied orbital energy = 0.74 eV
DFT total energy = -1894.5399 Eh
SMILES = CCN1CCCc2cc(CN(CCN3CCOCC3)C(=S)Nc3ccc(OC)c(OC)c3)ccc21
HOMO energy = -7.35 eV

The geometry in XYZ format:
```
73
Properties=species:S:1:pos:R:3:lowdin_charge:R:1
C -4.48856 -1.27398 1.90814 -0.059
H -5.05628 -1.02194 1.01583 0.064
H -3.61487 -0.62774 1.94193 0.070
H -5.10426 -1.08246 2.78328 0.074
C -4.06453 -2.74336 1.86619 -0.221
N -3.28522 -3.05464 0.68962 -0.092
C -1.97804 -2.66534 0.57147 -0.175
C -1.25596 -2.15626 1.66168 -0.002
C 0.05211 -1.74381 1.53404 -0.026
C 0.70404 -1.80229 0.30899 -0.249
C 0.01153 -2.34539 -0.76782 -0.018
C -1.29530 -2.78142 -0.65734 -0.167
C -2.01586 -3.30156 -1.86821 -0.141
C -3.48404 -2.91341 -1.76378 -0.162
C -4.03616 -3.49353 -0.46973 -0.159
H -5.07776 -3.18598 -0.34725 0.120
H -4.01355 -4.59294 -0.52171 0.127
H -4.05324 -3.29855 -2.61074 0.115
H -3.57867 -1.82585 -1.74275 0.102
H -1.56770 -2.89147 -2.77531 0.116
H -1.92624 -4.39156 -1.91852 0.123
H 0.49933 -2.41146 -1.73222 0.124
C 2.08618 -1.21644 0.13432 -0.111
N 2.26453 0.02773 0.86860 -0.117
C 1.45739 1.10692 0.70602 -0.753
N 0.41350 0.95969 -0.15613 0.087
C -0.80892 1.63633 -0.20984 -0.231
C -1.00090 2.97412 0.09748 -0.054
C -2.26884 3.52024 0.00361 -0.012
C -3.37308 2.78306 -0.40282 -0.194
C -3.17760 1.43386 -0.74876 -0.188
C -1.90465 0.89435 -0.64465 0.070
H -1.78949 -0.14790 -0.90089 0.115
O -4.12183 0.53543 -1.17169 -0.102
C -5.41708 0.95766 -1.53292 -0.077
H -5.98009 1.32411 -0.67218 0.092
H -5.38929 1.73391 -2.30030 0.098
H -5.90437 0.06888 -1.93641 0.091
O -4.64488 3.30686 -0.47925 -0.122
C -4.83462 4.65704 -0.14146 -0.086
H -5.89988 4.84169 -0.27620 0.094
H -4.26737 5.32332 -0.79956 0.097
H -4.56297 4.85547 0.90039 0.097
H -2.38640 4.55962 0.26270 0.104
H -0.18008 3.58787 0.42293 0.031
H 0.32983 0.03220 -0.55474 0.100
S 1.75929 2.52397 1.51680 0.710
C 3.47991 0.16770 1.63881 -0.200
H 3.29305 0.87086 2.45419 0.063
H 3.73670 -0.80571 2.06041 0.118
C 4.63369 0.70642 0.78046 -0.178
N 4.93811 -0.22442 -0.29352 -0.175
C 5.94473 -1.21883 0.04250 -0.161
C 7.37275 -0.66122 -0.04144 -0.195
O 7.63062 -0.09776 -1.30980 -0.135
C 6.70093 0.92379 -1.60823 -0.191
C 5.26743 0.38145 -1.57210 -0.162
H 4.55436 1.17812 -1.78953 0.124
H 5.16915 -0.39789 -2.33566 0.124
H 6.95839 1.28519 -2.60504 0.124
H 6.80675 1.74891 -0.88623 0.125
H 8.10706 -1.45730 0.09222 0.124
H 7.52687 0.10026 0.73978 0.118
H 5.75576 -1.60296 1.04612 0.119
H 5.84523 -2.04099 -0.67381 0.125
H 4.30933 1.65713 0.35325 0.103
H 5.49125 0.90685 1.43647 0.120
H 2.30224 -1.06626 -0.93170 0.129
H 2.83697 -1.91375 0.51250 0.126
H 0.56485 -1.33520 2.39244 0.122
H -1.71908 -2.06200 2.62909 0.100
H -4.95007 -3.38480 1.85583 0.117
H -3.49650 -3.00032 2.76368 0.108
```



> Which of these has the lowest DFT total energy?

C27H38N4O3S



> Which of these has the highest HOMO energy?

C27H38N4O3S



> Among the records above, which one has the highest lowest unoccupied orbital energy?

C27H38N4O3S